[1]
14
Properties=species:S:1:pos:R:3:forces:R:3 method="wB97M-V/def2-TZVPD" multiplicity=2 max_force_ev_per_a=7.017 s_squared=0.755 charge=+1 gap_ev="6.02 / 7.31" lumo_ev="-6.94 / -7.03" e_tot_ha=-1253.8218
O -2.8409 3.3222 2.5351 3.1 -2.0 1.0
C -3.4975 2.5426 1.6859 -1.9 -0.8 1.0
C -4.9507 2.0163 2.2063 1.7 3.1 -0.4
O -5.1023 0.6763 2.0147 2.4 -3.8 0.5
H -1.8986 2.7491 3.0173 -2.1 1.5 -1.3
H -1.9275 1.6399 1.2976 0.2 -3.6 1.6
H -3.4782 2.6337 0.5922 0.5 0.6 0.0
H -5.6951 2.5868 1.6191 0.1 -0.3 0.2
H -5.0185 2.3375 3.2632 -0.1 -0.3 -0.4
Sc -3.5277 -0.4415 2.2916 0.3 2.0 0.3
O -1.6669 0.4340 1.7904 -1.4 2.7 -4.5
C -0.9488 0.4609 2.9585 -3.5 3.9 4.7
O -1.3186 -0.5044 3.6729 -0.2 -1.8 -0.9
O -0.7044 1.6160 3.4288 0.8 -1.2 -2.0


[2]
148
Properties=species:S:1:pos:R:3:forces:R:3 method="wB97M-V/def2-TZVPD" smiles="C[C@H](Cc1cc([C@@H](Cl)[C@@H](C)Cl)c(ON=O)c2c1Sc1c(c(OC[C@@H](C)O)c(COC(F)(F)F)c(P(N)O)c1B(N)O)N2)OCc1ccccc1.CCO.CCO.CCO.CCO.CCO.CCO.CCO" max_force_ev_per_a=0.807 charge=0 gap_ev=8.24 lumo_ev=0.20 e_tot_ha=-5054.7899
C -0.6021 -5.5438 -4.4407 0.1 0.1 0.2
C -0.0817 -4.1427 -4.1006 0.1 0.0 0.2
C -1.1643 -3.0435 -4.1677 -0.1 -0.4 0.4
C -1.7247 -2.8210 -2.7845 -0.3 0.0 0.0
C -2.8046 -3.5867 -2.3564 0.1 0.1 0.3
C -3.3433 -3.4673 -1.0777 0.2 0.0 -0.1
C -4.5463 -4.3146 -0.7486 -0.2 0.2 -0.3
Cl -4.3419 -5.2526 0.7598 0.1 -0.2 0.1
C -5.9349 -3.5978 -0.7685 0.1 0.0 0.3
C -6.5429 -3.2800 0.5917 0.0 0.1 0.0
Cl -5.8637 -2.0873 -1.7378 0.1 0.0 -0.2
C -2.7678 -2.5446 -0.2153 -0.1 0.0 0.0
O -3.3521 -2.3314 1.0206 -0.2 0.1 -0.1
N -2.6357 -3.0127 2.0705 0.1 -0.1 0.0
O -3.1785 -2.8568 3.0777 -0.1 0.0 0.1
C -1.6951 -1.7427 -0.6026 0.0 -0.1 -0.1
C -1.1869 -1.8873 -1.8943 0.0 -0.2 0.1
S 0.1108 -0.8541 -2.4806 0.1 0.2 -0.1
C 0.8388 -0.2624 -0.9804 -0.2 -0.3 0.1
C 0.1185 -0.3209 0.2079 0.1 0.1 0.0
C 0.7299 0.1677 1.3614 0.1 -0.1 0.0
O 0.0828 0.0908 2.5607 0.1 0.0 0.1
C 0.0581 -1.2275 3.1478 -0.2 -0.2 0.0
C 1.3291 -2.0504 2.9886 0.1 -0.3 -0.1
C 1.5237 -3.0116 4.1555 0.4 0.2 -0.2
O 1.2741 -2.8462 1.7955 0.1 0.0 0.0
C 1.9815 0.7795 1.3133 0.0 0.0 -0.2
C 2.5089 1.3792 2.5876 -0.4 0.2 -0.2
O 3.6606 0.6325 3.0315 0.3 0.0 0.4
C 3.9582 0.7080 4.3324 0.0 0.1 0.2
F 3.5728 1.8825 4.9042 0.3 -0.6 -0.2
F 5.2837 0.5641 4.5030 -0.8 0.0 0.0
F 3.3435 -0.2801 5.0608 0.3 0.5 -0.3
C 2.6738 0.8687 0.0952 -0.2 -0.1 -0.1
P 4.2353 1.8541 0.1526 0.4 0.1 0.4
N 5.3440 0.9266 -0.7789 -0.3 -0.1 0.0
O 3.7865 3.0443 -0.9103 -0.1 -0.1 -0.4
C 2.1204 0.2940 -1.0654 0.1 0.1 0.2
B 2.8305 0.3266 -2.4894 0.3 0.2 0.1
N 3.6683 -0.7319 -2.9325 -0.6 0.0 0.0
O 2.6710 1.4033 -3.3272 -0.3 -0.3 -0.2
N -1.2206 -0.7800 0.3282 0.1 0.2 -0.6
O 1.0235 -3.8096 -4.9349 -0.1 -0.1 -0.2
C 2.2305 -3.5729 -4.2341 0.1 0.1 0.0
C 2.7895 -4.7874 -3.5413 0.1 -0.1 0.1
C 3.4806 -5.7594 -4.2623 -0.1 -0.1 0.1
C 3.9765 -6.8872 -3.6245 0.0 0.0 0.1
C 3.7955 -7.0566 -2.2561 -0.1 0.1 0.1
C 3.1205 -6.0896 -1.5242 -0.1 0.1 -0.2
C 2.6224 -4.9625 -2.1690 0.1 0.0 -0.1
H 0.1615 -6.0704 -5.0068 0.0 0.0 -0.1
H -1.5307 -5.5196 -5.0068 0.0 0.0 -0.1
H -0.7675 -6.1161 -3.5282 -0.1 0.0 0.0
H 0.2564 -4.1784 -3.0633 0.2 0.1 0.0
H -1.9881 -3.3923 -4.7871 0.0 0.2 -0.3
H -0.7359 -2.1410 -4.5969 0.0 0.1 -0.1
H -3.2559 -4.2952 -3.0399 0.0 0.0 -0.1
H -4.5807 -5.0859 -1.5110 0.0 0.0 -0.1
H -6.6084 -4.2376 -1.3303 -0.1 0.0 0.0
H -7.2149 -2.4318 0.4943 -0.1 0.0 0.0
H -7.1129 -4.1315 0.9556 0.1 -0.1 0.1
H -5.7821 -3.0192 1.3200 0.1 0.0 0.0
H -0.1638 -1.0724 4.2011 0.0 0.2 0.0
H -0.7578 -1.7898 2.6968 0.1 0.0 0.0
H 2.2126 -1.4136 2.9272 -0.1 0.2 0.1
H 1.0598 -3.9708 3.9426 -0.2 0.0 0.1
H 1.1541 -2.5850 5.0802 -0.2 -0.2 0.1
H 2.5904 -3.1768 4.3008 0.0 -0.2 0.0
H 1.5355 -2.2960 1.0504 0.0 0.0 0.0
H 2.7918 2.4162 2.4211 0.2 0.0 0.1
H 1.7307 1.3464 3.3421 0.0 -0.1 0.1
H 5.6539 1.4631 -1.5803 0.1 -0.1 0.0
H 5.0031 0.0390 -1.1211 0.0 0.0 -0.1
H 4.4724 3.7220 -0.9170 -0.2 0.2 0.2
H 3.5294 -1.6360 -2.5081 0.2 0.0 0.1
H 3.7838 -0.8020 -3.9331 0.2 0.0 0.0
H 1.9349 1.9521 -3.0433 0.2 0.3 0.1
H -1.8296 0.0378 0.3116 0.0 0.0 0.4
H 2.9379 -3.2239 -4.9871 0.0 0.0 -0.1
H 2.0967 -2.7605 -3.5107 -0.2 -0.1 0.0
H 3.6168 -5.6395 -5.3293 0.0 0.0 -0.1
H 4.5127 -7.6390 -4.1868 0.0 0.0 -0.1
H 4.1818 -7.9352 -1.7591 0.0 0.0 0.0
H 2.9696 -6.1909 -0.4592 0.0 -0.1 0.1
H 2.1066 -4.2006 -1.5965 -0.1 0.0 0.1
C 0.2724 0.0173 8.6141 0.0 0.0 -0.1
C 1.2231 -1.1604 8.5119 0.0 0.1 -0.1
O 1.3355 -1.6495 7.1785 -0.1 0.1 0.1
H -0.7165 -0.2616 8.2493 0.0 0.0 0.0
H 0.1812 0.3598 9.6457 0.0 0.0 0.0
H 0.6288 0.8540 8.0081 0.0 0.0 0.0
H 0.8606 -1.9990 9.1044 0.0 0.0 0.0
H 2.2135 -0.8852 8.8900 0.0 0.0 0.1
H 1.6689 -0.9305 6.6304 0.1 0.0 0.0
C -2.5470 3.9281 1.9284 0.0 0.0 -0.1
C -1.4803 2.8617 1.8067 0.0 0.2 0.0
O -1.4003 2.3634 0.4697 -0.1 -0.2 0.0
H -3.5187 3.5345 1.6310 0.0 0.0 0.1
H -2.6168 4.2987 2.9530 0.0 0.0 0.0
H -2.3193 4.7698 1.2712 0.0 0.1 0.1
H -1.6991 2.0020 2.4378 0.0 0.0 0.0
H -0.5036 3.2607 2.1040 0.0 0.0 0.0
H -1.1883 3.1050 -0.1061 0.0 0.0 0.0
C -7.4815 3.7395 -0.3031 0.0 0.1 0.0
C -6.0560 3.8428 0.2046 -0.1 0.0 0.1
O -5.7730 5.1173 0.7783 0.0 0.0 -0.1
H -7.6742 4.5108 -1.0491 0.0 0.0 0.0
H -7.6658 2.7631 -0.7527 0.0 0.0 0.0
H -8.1939 3.8791 0.5137 0.0 0.0 0.0
H -5.3518 3.7087 -0.6155 0.1 0.1 0.0
H -5.8622 3.0585 0.9451 0.0 -0.1 -0.1
H -6.3756 5.2422 1.5173 0.0 0.0 0.0
C -0.9817 7.7227 2.7871 0.0 -0.1 0.0
C 0.0678 6.6369 2.6380 0.0 0.2 -0.2
O 0.1261 6.1439 1.2996 0.0 -0.1 0.1
H -1.9617 7.3416 2.4984 0.0 0.0 0.0
H -1.0342 8.0820 3.8158 0.0 0.0 0.0
H -0.7508 8.5728 2.1409 0.0 0.0 0.0
H -0.1746 5.7839 3.2708 0.0 -0.1 0.0
H 1.0545 7.0113 2.9303 0.0 0.0 0.1
H 0.3490 6.8872 0.7312 0.0 0.0 -0.1
C 5.4498 5.2915 4.2172 0.0 0.1 -0.1
C 5.0826 4.4525 3.0076 0.2 -0.1 0.1
O 5.5966 4.9969 1.7949 -0.1 0.1 0.0
H 5.0764 6.3098 4.1027 0.0 0.0 0.0
H 5.0302 4.8641 5.1290 0.0 0.0 0.0
H 6.5347 5.3452 4.3352 0.0 0.0 0.0
H 3.9998 4.4100 2.8920 0.0 0.0 -0.1
H 5.4482 3.4274 3.1285 -0.1 0.0 0.0
H 6.5549 5.0241 1.8728 0.0 0.0 0.0
C 1.1498 1.8205 -7.4004 -0.1 0.0 0.0
C 1.0170 0.8285 -6.2613 0.0 -0.2 -0.1
O 0.0587 -0.1924 -6.5358 0.0 0.1 0.1
H 0.1850 2.2812 -7.6145 0.0 0.0 0.0
H 1.8671 2.6045 -7.1543 0.0 0.0 0.0
H 1.4893 1.3205 -8.3108 0.0 0.0 0.0
H 0.6642 1.3250 -5.3588 0.0 0.0 0.0
H 1.9853 0.3718 -6.0328 0.0 0.1 0.1
H 0.3463 -0.6713 -7.3189 0.0 0.0 0.0
C -2.5937 1.6910 -3.9739 -0.1 -0.1 0.0
C -3.8173 1.7904 -3.0839 0.1 -0.1 0.1
O -4.6036 0.6057 -3.1201 0.0 0.0 0.0
H -2.8820 1.4877 -5.0056 0.0 0.0 0.0
H -2.0126 2.6153 -3.9477 0.0 0.0 0.0
H -1.9541 0.8712 -3.6398 0.1 0.0 0.0
H -4.4743 2.5940 -3.4160 0.0 0.0 0.0
H -3.5173 2.0047 -2.0504 0.0 0.1 0.0
H -4.0564 -0.1273 -2.8163 0.0 0.0 0.0